C36H37NNiOP2 | ωB97M-V/def2-TZVPD

Output
Total energy, a.u.: -3714.8856
<S²>: 2.01
Energy relative to the best compared isomer or geometry (same formula, charge and spin), kcal per mole: 0.0
Multiplicity: 3
E_HOMO (alpha / beta), eV: -7.70 / -7.88

Last column: Mulliken charge in e.
Element x y z (Å)
Ni1 -0.04 -0.19 0.27  0.27
C1 0.13 1.73 1.49  -0.17
C2 0.59 2.07 0.24  -0.63
C3 2.03 2.27 -0.08  -0.65
C4 2.70 1.04 -0.72  -0.05
C5 2.27 -0.26 -0.13  -0.62
C6 2.08 -0.48 1.21  -0.30
C7 2.26 0.53 2.31  -0.92
C8 1.01 1.40 2.65  -0.74
C9 -0.16 -1.63 -0.91  -1.11
H1 -0.91 1.94 1.76  0.55
H2 -0.13 2.35 -0.53  0.51
H3 2.62 2.57 0.80  0.31
H4 2.09 3.09 -0.82  0.43
H5 2.46 1.03 -1.80  -0.23
H6 3.80 1.16 -0.65  0.37
H7 2.33 -1.13 -0.80  0.70
H8 1.95 -1.51 1.57  0.50
H9 3.14 1.17 2.15  0.34
H10 2.47 -0.05 3.22  0.37
H11 0.40 0.84 3.38  0.42
H12 1.38 2.30 3.16  0.29
H13 -1.19 -2.00 -0.83  0.34
H14 0.57 -2.42 -0.66  0.25
H15 0.05 -1.24 -1.92  0.27
P1 3.69 2.55 -8.60  -0.02
P2 5.33 -0.29 -8.34  0.03
C10 5.44 2.49 -8.13  -0.56
C11 6.11 1.31 -8.01  -0.48
C12 3.65 4.03 -9.69  0.32
C13 4.59 5.07 -9.64  0.06
C14 4.46 6.18 -10.47  -0.65
C15 3.39 6.28 -11.37  -0.45
C16 2.45 5.23 -11.44  -0.52
C17 2.59 4.11 -10.62  -0.31
C18 2.90 3.17 -7.04  0.42
C19 2.85 2.28 -5.94  -0.74
C20 2.36 2.73 -4.71  -0.02
C21 1.95 4.06 -4.56  -0.41
C22 1.97 4.93 -5.66  -0.63
C23 2.41 4.48 -6.90  -0.45
C24 6.62 -0.98 -9.50  0.36
C25 6.71 -0.39 -10.78  -0.42
C26 7.74 -0.74 -11.65  -0.53
C27 8.71 -1.67 -11.25  -0.44
C28 8.61 -2.28 -9.99  -0.54
C29 7.55 -1.96 -9.14  -0.30
C30 5.70 -1.18 -6.78  0.44
C31 4.96 -2.35 -6.53  -0.49
C32 5.27 -3.14 -5.42  -0.55
C33 6.29 -2.76 -4.54  -0.53
C34 7.00 -1.57 -4.77  -0.66
C35 6.69 -0.77 -5.87  0.04
H16 5.94 3.45 -7.96  0.39
H17 7.18 1.29 -7.77  0.74
H18 5.42 5.03 -8.93  0.13
H19 5.21 6.99 -10.41  0.38
H20 3.28 7.16 -12.00  0.36
H21 1.61 5.30 -12.12  0.38
H22 1.87 3.30 -10.68  0.37
H23 3.22 1.26 -6.05  0.41
H24 2.31 2.04 -3.86  0.28
H25 1.62 4.42 -3.58  0.36
H26 1.65 5.96 -5.54  0.36
H27 2.40 5.15 -7.76  0.27
H28 5.98 0.37 -11.08  0.37
H29 7.82 -0.27 -12.63  0.36
H30 9.55 -1.92 -11.91  0.35
H31 9.36 -3.00 -9.67  0.37
H32 7.47 -2.45 -8.16  0.28
H33 4.18 -2.65 -7.22  0.37
H34 4.71 -4.06 -5.24  0.40
H35 6.54 -3.38 -3.68  0.40
H36 7.81 -1.27 -4.10  0.40
H37 7.23 0.17 -6.03  0.28
O1 -3.18 -1.26 2.94  -0.60
C36 -2.36 -0.85 2.16  0.69
N1 -1.53 -0.46 1.38  -0.58